1.
This record from the OMol25 dataset describes C2H8N2PdS4 as an isolated structure. The level of theory is ωB97M-V/def2-TZVPD.

HOMO energy: 1.91 eV
multiplicity: 1
molecular weight: 294.79 g/mol
charge: -2
HOMO-LUMO gap: 3.4 eV

Each line ends with the Mulliken charge.
Element x y z (Å)
Pd: -0.98 -0.98 0.00  -0.151
N: 1.52 -0.48 -0.02  -0.359
C: 1.85 0.87 0.34  -0.604
C: 0.87 1.85 -0.34  -0.604
N: -0.48 1.52 0.02  -0.359
H: 1.66 -1.22 0.65  0.219
H: 1.73 -0.75 -0.96  0.169
H: 2.88 1.18 0.10  0.285
H: 1.72 0.98 1.43  0.306
H: 0.98 1.72 -1.43  0.306
H: 1.18 2.88 -0.10  0.285
H: -1.22 1.66 -0.65  0.219
H: -0.75 1.73 0.96  0.169
S: -3.46 -0.71 0.00  -0.677
S: -4.24 -2.56 -0.01  -0.263
S: -2.56 -4.24 0.01  -0.263
S: -0.71 -3.46 0.00  -0.677

***

2.
This record from the OMol25 dataset describes a 2-piece molecular cluster, C2H8N2S overall. The level of theory is ωB97M-V/def2-TZVPD.

HOMO energy: -5.62 eV
multiplicity: 1
molecular weight: 92.17 g/mol
energy relative to the best compared isomer or geometry (same formula, charge and spin): 39.0 kcal/mol
charge: 0
HOMO-LUMO gap: 5.1 eV

Each line ends with the Mulliken charge.
Element x y z (Å)
C: 1.04 -1.98 2.59  -0.805
S: 0.50 -0.77 1.41  -0.700
H: 1.27 -1.49 3.55  0.217
H: 0.15 -2.57 2.82  0.197
H: 1.92 -2.58 2.34  0.231
N: 0.35 0.85 -2.08  -0.299
C: -0.66 1.62 -1.80  0.209
N: -1.63 1.11 -1.06  -0.313
H: 0.62 -0.04 -1.66  0.254
H: 1.07 1.24 -2.67  0.250
H: -0.77 2.60 -2.25  0.318
H: -2.47 1.61 -0.85  0.255
H: -1.40 0.40 -0.37  0.186

***

3.
This record from the OMol25 dataset describes C2H8N3 as an isolated structure. The level of theory is ωB97M-V/def2-TZVPD.

HOMO energy: -14.44 eV
multiplicity: 1
molecular weight: 74.11 g/mol
energy relative to the best compared isomer or geometry (same formula, charge and spin): 114.5 kcal/mol
charge: +1
HOMO-LUMO gap: 9.8 eV

Each line ends with the Mulliken charge.
Element x y z (Å)
C: 1.42 0.22 0.51  0.191
C: -0.69 -1.09 -0.06  -0.835
N: -1.46 1.13 0.07  -0.545
N: 2.43 0.27 -0.15  -0.334
N: -0.32 0.28 -0.24  -0.129
H: 1.07 0.39 1.49  0.420
H: -0.33 -1.76 -0.90  0.318
H: -0.18 -1.49 0.81  0.329
H: -1.81 -1.31 -0.17  0.341
H: -1.12 2.12 -0.19  0.297
H: 2.72 -0.06 -1.03  0.298
H: -1.66 1.00 1.11  0.298
H: -0.06 0.30 -1.24  0.350

***

4.
This record from the OMol25 dataset describes an isolated ion of composition C2H8N3 and charge +1. The level of theory is ωB97M-V/def2-TZVPD.

HOMO energy: -16.38 eV
multiplicity: 1
molecular weight: 74.11 g/mol
energy relative to the best compared isomer or geometry (same formula, charge and spin): 105.1 kcal/mol
charge: +1
HOMO-LUMO gap: 11.0 eV

Each line ends with the Mulliken charge.
Element x y z (Å)
C: 0.92 1.26 -0.44  -0.949
C: 0.72 -0.26 -0.29  -0.496
N: -1.29 -1.19 -0.77  -0.843
N: -0.90 -0.43 1.38  -0.493
N: -0.62 -0.66 0.10  1.233
H: 0.29 1.42 -1.31  0.344
H: 0.77 2.08 0.27  0.370
H: 1.92 1.23 -0.83  0.320
H: 1.56 -0.63 0.36  0.334
H: 0.92 -0.58 -1.36  0.365
H: -2.28 -1.35 -0.78  0.273
H: -0.32 0.11 2.00  0.266
H: -1.69 -0.99 1.67  0.274

***

5.
This record from the OMol25 dataset describes a 2-piece molecular cluster, C2H8N3 overall. The level of theory is ωB97M-V/def2-TZVPD.

HOMO energy: -13.93 eV
multiplicity: 1
molecular weight: 74.11 g/mol
energy relative to the best compared isomer or geometry (same formula, charge and spin): 128.8 kcal/mol
charge: +1
HOMO-LUMO gap: 8.6 eV

Each line ends with the Mulliken charge.
Element x y z (Å)
C: 1.33 0.68 -0.42  -0.812
C: -1.15 -1.06 0.04  -0.108
N: -2.52 0.99 0.20  -0.503
N: -1.94 -0.05 0.01  0.466
N: 1.07 -0.57 0.36  -0.516
H: 2.49 0.70 -0.68  0.303
H: 0.89 0.59 -1.35  0.384
H: 1.02 1.60 0.11  0.277
H: -0.56 -0.95 -0.94  0.297
H: -1.38 -1.89 0.71  0.375
H: -1.98 1.77 0.65  0.310
H: 1.31 -0.36 1.32  0.255
H: 1.40 -1.45 0.00  0.273

***

6.
This record from the OMol25 dataset describes a 2-piece molecular cluster, C2H8N3 overall. The level of theory is ωB97M-V/def2-TZVPD.

HOMO energy (spin up / spin down): -19.77 / -19.73 eV
multiplicity: 2
molecular weight: 74.11 g/mol
energy relative to the best compared isomer or geometry (same formula, charge and spin): 26.9 kcal/mol
charge: +2
HOMO-LUMO gap (spin up / spin down): 9.0 / 6.5 eV
expectation value of S²: 0.759

Each line ends with the Mulliken charge.
Element x y z (Å)
C: 2.57 0.99 -0.04  0.005
N: 2.00 0.03 0.59  -0.134
H: 3.66 0.86 -0.25  0.332
H: 2.16 1.72 -0.75  0.331
H: 2.27 -0.33 1.53  0.356
H: -1.44 -0.60 1.77  0.278
N: -1.86 -0.12 -1.29  -0.254
C: -1.94 -0.54 -0.05  0.257
N: -0.96 -0.68 0.86  -0.314
H: -0.98 0.27 -1.55  0.190
H: -2.68 0.12 -1.83  0.297
H: -2.86 -0.95 0.38  0.345
H: 0.07 -0.78 0.64  0.310